No. 1
A structure of composition C41H38N4O4P2SSn, computed with the ωB97M-V functional and the def2-TZVPD basis.

Each line ends with the Löwdin charge.
Element x y z (Å)
1 Sn 0.9310 -0.7888 -1.2723  1.09
2 S 3.4846 0.1198 -1.6857  0.60
3 P 0.2165 -2.6839 0.7866  0.97
4 P -0.6415 2.1719 1.0073  1.19
5 O -0.5651 4.2862 -0.8164  0.05
6 O -0.7045 2.0805 -2.2022  0.09
7 O -1.3307 -2.4395 -2.9821  0.06
8 O -3.3570 -3.3378 -2.5993  0.13
9 N 5.0116 0.4349 -3.8920  -0.15
10 N 4.1254 -1.5494 -3.7194  0.04
11 N 1.5519 -0.0906 0.6690  -0.24
12 N -2.1842 -0.0931 -1.8287  0.16
13 C -1.5815 2.1481 -1.3805  -0.37
14 C -0.5935 -3.2787 3.3952  -0.08
15 C 1.1340 2.3509 0.4991  -0.25
16 C -4.6474 0.0079 -0.5787  -0.01
17 C -0.1897 -7.0695 -0.5611  -0.07
18 C 5.3644 1.8161 -3.6324  -0.03
19 C -0.9348 2.5209 3.6887  -0.09
20 C -0.9298 3.2043 4.8990  -0.06
21 C -2.4404 -2.3673 -2.5325  -0.47
22 C -0.7511 4.5782 4.9155  -0.06
23 C -2.5990 1.0305 -1.2520  -0.21
24 C -0.7446 3.2123 2.4918  -0.39
25 C 2.6465 -0.2657 2.6205  -0.03
26 C -1.7788 -1.4919 2.2956  -0.11
27 C 4.2232 -0.3389 -3.1584  -0.75
28 C -3.1754 4.9898 -2.0434  0.04
29 C 1.7973 1.1789 1.1271  -0.46
30 C 2.1026 -0.9714 1.5813  -0.42
31 C -2.7331 3.9510 0.1449  -0.01
32 C -4.2205 -1.1596 -1.1834  0.04
33 C -2.5591 -1.3087 3.4305  -0.08
34 C 1.9342 -2.4505 1.4037  -0.27
35 C -2.9759 -1.1535 -1.8080  -0.17
36 C -2.3504 -2.1053 4.5464  -0.06
37 C -1.4964 3.2665 -0.3369  -0.42
38 C -0.5586 4.5974 2.5184  -0.09
39 C 5.5629 -0.2805 -5.0486  -0.08
40 C 1.0755 -5.0306 -0.4459  -0.10
41 C -1.1731 -6.4997 0.2330  -0.07
42 C -1.9510 4.9868 -2.6453  0.01
43 C 2.4519 1.1143 2.3268  -0.03
44 C 4.9860 -1.6991 -4.8971  -0.10
45 C 0.0979 -4.4521 0.3668  -0.37
46 C -0.7934 -2.4748 2.2741  -0.37
47 C -3.4776 4.7201 -0.6648  -0.02
48 C -0.5709 5.2754 3.7257  -0.06
49 C -1.0366 -5.1951 0.6876  -0.09
50 C -0.7395 4.8255 -1.9591  -0.01
51 C -1.3674 -3.0898 4.5277  -0.05
52 C 0.9367 -6.3322 -0.9010  -0.07
53 C -3.8323 1.1269 -0.6177  0.01
54 H -5.6082 0.0516 -0.0832  0.13
55 H 3.1413 -0.6889 3.4812  0.11
56 H 5.7622 -2.4404 -4.7193  0.13
57 H -4.3982 5.1423 -0.2781  0.13
58 H -3.0089 3.8280 1.1868  0.13
59 H 2.7575 1.9623 2.9229  0.11
60 H 1.9579 -4.4645 -0.7271  0.09
61 H 5.0501 2.4449 -4.4662  0.10
62 H -4.8224 -2.0564 -1.1688  0.13
63 H 6.6514 -0.2641 -5.0093  0.13
64 H -1.8133 -4.7611 1.3051  0.10
65 H -0.4313 6.3486 3.7446  0.11
66 H 0.1769 5.2578 -2.3538  0.17
67 H 4.4047 -2.0036 -5.7635  0.12
68 H 2.1040 -2.9846 2.3366  0.10
69 H -0.2998 -8.0858 -0.9161  0.11
70 H -1.0699 1.4446 3.6720  0.09
71 H -1.8766 5.3347 -3.6668  0.14
72 H 0.1571 -4.0610 3.3806  0.12
73 H 1.7063 -6.7733 -1.5214  0.11
74 H -1.2088 -3.7132 5.3981  0.12
75 H 5.2468 0.2024 -5.9726  0.13
76 H -4.1717 2.0494 -0.1678  0.10
77 H 3.7133 -2.3249 -3.2344  0.13
78 H 1.2245 2.3508 -0.5910  0.07
79 H 2.6192 -2.8586 0.6527  0.08
80 H 4.8728 2.1466 -2.7223  0.05
81 H -0.7440 5.1112 5.8572  0.12
82 H -1.9306 -0.8633 1.4236  0.07
83 H -2.9799 -4.0967 -3.0696  0.15
84 H -2.9535 -1.9633 5.4339  0.11
85 H -4.0002 5.3505 -2.6495  0.14
86 H -0.3919 5.1496 1.6015  0.10
87 H -3.3304 -0.5485 3.4425  0.11
88 H 1.5197 3.2843 0.9033  0.10
89 H -1.0690 2.6622 5.8251  0.11
90 H -2.0501 -7.0734 0.5036  0.11
91 H 6.4438 1.9068 -3.5081  0.10

HOMO energy: -11.8 eV
net charge: +2
LUMO energy: -7.26 eV



No. 2
A structure of composition C41H39Cl2F5N7O5SeV, computed with the ωB97M-V functional and the def2-TZVPD basis.

Each line ends with the Löwdin charge.
Element x y z (Å)
1 Se -0.5851 -2.3635 -1.5802  0.87
2 V 0.0201 -0.0022 -1.3165  0.67
3 Cl -1.7177 -0.2904 2.6302  0.75
4 Cl 2.0930 1.1270 6.1195  0.67
5 F -1.3704 -0.1379 -3.9158  -0.03
6 F 1.6411 -1.4057 -4.0210  0.11
7 F 0.1427 -1.1472 -5.5438  0.15
8 F -0.0225 1.5737 -3.9947  -0.04
9 F 1.6570 0.3618 -5.2348  0.12
10 O 3.2792 -1.8734 4.2866  -0.04
11 O -6.1283 4.1608 -3.4423  0.08
12 O 5.6939 -2.3572 1.0667  0.08
13 O 0.3381 0.3012 0.5792  -0.24
14 O 2.7441 2.0013 -0.0441  0.05
15 N -2.1867 0.4030 -1.2032  0.00
16 N 3.6975 -1.9922 2.0667  0.10
17 N 0.0816 2.2666 -1.2824  0.00
18 N 0.8420 4.3177 -1.2672  0.09
19 N -4.4621 2.8442 -2.6476  0.14
20 N -6.0839 3.7569 -1.2104  0.13
21 N 2.1685 -0.3892 -1.4423  0.01
22 C 1.5620 0.9615 4.4742  -0.68
23 C 0.8654 3.1255 -1.8876  -0.17
24 C 3.0236 0.2172 -2.2635  -0.11
25 C 4.0925 -2.5378 3.3396  -0.23
26 C -3.0056 -0.3383 -0.4533  -0.18
27 C 4.0287 -1.2110 -0.1879  -0.08
28 C -3.4125 3.7257 3.8610  -0.04
29 C -6.1152 3.6254 1.1862  -0.02
30 C 0.5909 -4.6205 -3.4694  -0.08
31 C 2.4272 -5.8258 -0.3843  -0.27
32 C 0.8359 -0.5046 -4.6023  -0.59
33 C 0.7014 -3.7153 -1.0879  -0.47
34 C -0.0823 0.2385 -3.5644  -0.37
35 C 0.7182 0.5983 1.7791  -0.37
36 C 2.6728 -1.1043 -0.4355  -0.07
37 C -5.4856 3.6278 2.4212  -0.04
38 C 4.3979 0.0977 -2.1430  -0.01
39 C -5.5940 3.6230 -2.4957  -0.53
40 C -2.7089 1.4067 -1.9088  -0.07
41 C -0.1000 0.2788 2.8938  -0.56
42 C 1.9561 1.2201 2.1041  -0.11
43 C 0.6405 -2.9928 1.3540  -0.09
44 C 3.3526 -6.9538 -0.0197  -0.05
45 C 1.9505 -5.6883 -1.6828  -0.02
46 C 2.3637 1.3655 3.4353  -0.08
47 C -4.1087 3.7790 2.5291  -0.27
48 C 1.0947 -4.6606 -2.0549  -0.29
49 C -4.0547 1.7359 -1.8821  -0.21
50 C 4.9124 -0.6229 -1.0826  0.03
51 C -4.3620 -0.0796 -0.3745  -0.02
52 C 1.1300 -3.8670 0.2357  -0.30
53 C -0.0068 4.2155 -0.1872  -0.07
54 C -4.9034 0.9683 -1.0934  0.01
55 C 4.5592 -1.9138 1.0256  -0.43
56 C -4.0043 3.9792 0.1111  -0.02
57 C -3.3902 3.9634 1.3521  -0.04
58 C 0.3067 0.4406 4.2011  -0.12
59 C 2.8976 1.8226 1.1394  -0.19
60 C -5.3804 3.7887 0.0173  -0.25
61 C -0.4665 2.9391 -0.2081  -0.14
62 C 2.0006 -4.9077 0.5571  -0.02
63 H -0.4956 -4.7242 -3.5031  0.08
64 H 5.1576 -2.3455 3.4887  0.13
65 H -0.1960 5.0389 0.4777  0.12
66 H -2.0228 1.9899 -2.5077  0.11
67 H -1.1517 2.4560 0.4680  0.10
68 H 0.4119 -1.9826 1.0253  0.01
69 H -4.0607 2.9243 -3.5696  0.16
70 H 1.9508 -1.6162 0.1813  0.07
71 H 2.5942 0.8168 -3.0544  0.10
72 H -0.2932 -3.3890 1.7622  0.10
73 H -0.3601 0.1576 5.0037  0.11
74 H -4.9875 -0.7033 0.2485  0.12
75 H 1.0334 -5.4293 -4.0504  0.08
76 H 1.4554 2.9307 -2.7649  0.13
77 H 4.2761 -6.9101 -0.6000  0.08
78 H -6.9937 4.1910 -1.2082  0.15
79 H 2.3378 -5.0021 1.5852  0.11
80 H -3.4104 4.1410 -0.7774  0.11
81 H 3.9202 -3.6198 3.3652  0.13
82 H 0.8281 -3.6773 -3.9493  0.05
83 H -2.6624 4.5129 3.9473  0.08
84 H 1.3707 5.1266 -1.5403  0.16
85 H 3.8221 2.1858 1.6331  0.13
86 H -2.9004 2.7704 3.9958  0.07
87 H 2.2530 -6.4083 -2.4365  0.12
88 H 5.0412 0.5815 -2.8638  0.12
89 H -5.9619 1.1810 -1.0509  0.12
90 H 5.9766 -0.7357 -0.9219  0.13
91 H 3.5522 -2.1292 5.1723  0.09
92 H -2.3165 4.1084 1.4037  0.09
93 H -7.1881 3.4837 1.1259  0.11
94 H 3.6169 -6.9207 1.0370  0.07
95 H 3.3261 1.8165 3.6428  0.11
96 H 1.3660 -2.9564 2.1701  0.07
97 H 2.8878 -7.9209 -0.2205  0.08
98 H -6.0810 3.4963 3.3169  0.11
99 H -2.5489 -1.1602 0.0761  0.05
100 H -4.1203 3.8412 4.6810  0.08
101 H 2.8316 -1.4747 2.0609  0.11

HOMO energy (alpha / beta): -7.5 / -7.5 eV
relative energy (zero: lowest compared OMol25 entry of this formula, charge and spin): 0.000 eV
2S+1: 3
LUMO energy (alpha / beta): -0.28 / -0.10 eV
⟨S²⟩: 2.032



No. 3
A structure of composition C41H39N2P2PdSSi in a non-equilibrium geometry, computed with the ωB97M-V functional and the def2-TZVPD basis.

Each line ends with the Löwdin charge.
Element x y z (Å)
1 Pd -1.0094 -0.9287 0.1041  0.39
2 S -2.1871 -2.8137 0.7891  0.74
3 P 1.2805 -0.7118 -0.7146  1.16
4 P -0.8002 0.8593 1.7473  1.14
5 Si -1.6778 0.8737 -1.4267  0.83
6 N -4.1812 -1.8883 -0.8050  -0.15
7 N -2.5924 -2.9621 -1.8906  0.05
8 C 2.4521 0.6670 -0.0490  -0.34
9 C 3.5612 0.0743 0.7280  -0.08
10 C 2.1098 -4.6547 -0.6810  -0.04
11 C 1.9492 2.3240 -2.0026  0.01
12 C 2.8715 1.8645 -0.9539  -0.15
13 C 2.0147 -0.6195 5.0362  -0.01
14 C 1.3335 0.5734 5.2273  -0.02
15 C 2.6303 2.8295 0.2679  -0.16
16 C 1.8157 -1.3661 3.8810  -0.04
17 C 0.8576 -1.4656 -4.6871  -0.01
18 C 1.4119 -1.2118 -3.4434  -0.04
19 C 3.4312 -4.7314 -1.1001  -0.03
20 C 4.7614 2.1710 1.4061  -0.05
21 C -1.3827 3.4543 2.5848  -0.07
22 C -2.9667 2.0643 -2.1899  -0.13
23 C -0.4521 -1.0968 -4.9451  -0.02
24 C 0.6119 2.4106 -1.8441  -0.10
25 C 2.2309 -2.2510 -0.7987  -0.39
26 C 0.2688 0.3012 3.0983  -0.36
27 C 1.5088 -3.4174 -0.5334  -0.11
28 C 3.5640 -2.3336 -1.2122  -0.10
29 C -4.0209 2.8029 3.2323  -0.04
30 C -1.1766 -0.4083 -3.9847  -0.09
31 C -0.1506 1.8701 -0.7519  -0.31
32 C -3.6474 -2.8199 -2.8936  -0.09
33 C 0.3134 1.6678 0.5209  -0.37
34 C 4.5707 0.7574 1.3278  -0.04
35 C 0.9314 -0.9169 2.9200  -0.11
36 C -2.2130 4.3957 3.1665  -0.03
37 C 0.4474 1.0365 4.2700  -0.05
38 C 4.1522 -3.5753 -1.3657  -0.03
39 C -4.6522 -1.8961 -2.1850  -0.07
40 C -0.6374 -0.1240 -2.7357  -0.29
41 C -3.5252 4.0737 3.4878  -0.02
42 C -3.0085 -2.4973 -0.6978  -0.79
43 C -4.8650 -1.1438 0.2136  -0.03
44 C 1.7401 1.7318 0.8892  -0.20
45 C -1.8822 2.1736 2.3489  -0.36
46 C 0.6705 -0.5780 -2.4487  -0.33
47 C -3.1996 1.8471 2.6638  -0.09
48 C 3.8894 3.1161 0.9722  0.00
49 H -2.5559 2.5228 -3.0828  0.06
50 H 4.1340 -1.4376 -1.4158  0.12
51 H -5.0406 2.5572 3.4827  0.12
52 H -5.6756 -2.2741 -2.2238  0.15
53 H -3.2243 2.8511 -1.4903  0.05
54 H 0.0288 2.8057 -2.6642  0.12
55 H 0.7191 -1.5258 2.0318  0.06
56 H -2.1776 -0.0783 -4.2154  0.11
57 H -0.0998 1.9540 4.4277  0.11
58 H 1.5587 -5.5570 -0.4597  0.12
59 H 3.8977 1.8002 -1.3065  0.16
60 H 0.4744 -3.3411 -0.1840  0.04
61 H 2.0975 3.7458 0.0227  0.16
62 H 5.3267 0.1682 1.8303  0.12
63 H 3.5284 -0.9976 0.8853  0.10
64 H 1.8973 1.5880 1.9619  0.14
65 H -5.9380 -1.3059 0.1158  0.12
66 H -3.5568 0.8425 2.4771  0.10
67 H 2.3401 -2.2993 3.7442  0.12
68 H 2.4207 -1.5389 -3.2389  0.11
69 H 4.1443 4.1581 1.0997  0.12
70 H 3.8996 -5.6954 -1.2188  0.12
71 H -3.2472 -2.3938 -3.8157  0.11
72 H 2.6876 -0.9801 5.7979  0.13
73 H -4.6604 -0.0703 0.1145  0.09
74 H -4.6424 -0.8787 -2.5889  0.12
75 H 1.4918 1.1487 6.1259  0.13
76 H 5.6703 2.4948 1.8946  0.12
77 H -4.0831 -3.7970 -3.1212  0.14
78 H 1.4394 -1.9883 -5.4310  0.13
79 H 2.4038 2.6996 -2.9086  0.14
80 H -0.9040 -1.3421 -5.8924  0.13
81 H 5.1773 -3.6411 -1.6982  0.13
82 H -1.9007 -3.6931 -1.9766  0.16
83 H -0.3568 3.6952 2.3384  0.12
84 H -3.8827 1.5610 -2.4713  0.02
85 H -4.5527 -1.4872 1.2001  0.07
86 H -1.8308 5.3835 3.3711  0.13
87 H -4.1599 4.8184 3.9401  0.13

HOMO energy (alpha / beta): -15.1 / -15.1 eV
net charge: +3
LUMO energy (alpha / beta): -11.42 / -11.38 eV



No. 4
A structure of composition C41H40N4O2ReS2Te in a non-equilibrium geometry, computed with the ωB97M-V functional and the def2-TZVPD basis.

Each line ends with the Löwdin charge.
Element x y z (Å)
1 Re -0.5078 -1.2478 1.7229  1.01
2 Te 1.5886 0.5006 -0.5256  1.92
3 S -2.4296 -0.4856 -0.0205  0.84
4 S 0.6486 -1.1582 3.8990  0.70
5 O 1.6090 -1.8286 1.2251  -0.41
6 O -0.4177 0.6683 1.6937  -0.37
7 N -3.7164 -1.9967 1.6986  0.07
8 N -5.0260 -0.8474 0.1214  0.08
9 N 1.0186 2.0341 0.5963  -0.18
10 N 2.4310 -2.1869 2.2161  -0.19
11 C -3.3424 0.4554 -4.6617  -0.04
12 C 4.5461 -3.0653 2.7959  -0.05
13 C -1.1797 5.3516 3.4000  -0.08
14 C 4.3439 -2.6721 4.1229  -0.05
15 C -0.3587 2.9967 2.2131  -0.15
16 C -0.5192 -0.6572 -2.3801  -0.40
17 C -0.1271 3.1353 -1.9890  -0.04
18 C -3.2220 -6.6023 2.1211  -0.08
19 C -1.5856 -0.6725 -3.2695  -0.04
20 C 0.0430 -1.9732 -1.9350  -0.10
21 C -1.7293 -4.2496 1.9144  -0.34
22 C -2.6712 -6.2329 0.9024  -0.08
23 C -0.5974 1.7686 -2.3812  -0.27
24 C 0.5775 3.8307 2.8087  -0.02
25 C 4.5062 3.1859 -3.4222  -0.26
26 C -3.7945 -1.1603 0.6579  -0.74
27 C 0.1608 4.9996 3.4158  -0.07
28 C -1.6878 1.7008 -3.2432  -0.01
29 C 5.2696 4.0106 -4.4088  -0.04
30 C -6.0936 -2.1755 1.7320  -0.01
31 C 3.5963 2.8185 -1.2068  -0.29
32 C -6.1625 -1.3257 0.6648  -0.04
33 C -2.1917 0.4955 -3.7050  -0.26
34 C -2.1129 4.5126 2.8136  -0.07
35 C 3.5434 3.2416 0.2293  -0.07
36 C -1.7077 3.3241 2.2328  -0.02
37 C -4.8006 -2.5001 2.2087  -0.07
38 C -0.0181 0.5755 -1.9478  -0.33
39 C -1.0733 -3.0145 1.8156  -0.19
40 C -2.2996 -4.6357 3.1433  -0.06
41 C -3.0348 -5.7979 3.2376  -0.09
42 C -1.9268 -5.0768 0.7945  -0.04
43 C 2.1601 -1.8527 3.5046  -0.63
44 C 3.1550 -2.0789 4.4690  -0.08
45 C 3.5691 -2.8106 1.8724  -0.02
46 C 3.2127 1.1928 -2.9564  -0.30
47 C 4.3432 3.5744 -2.1023  0.00
48 C 3.9780 1.9638 -3.8145  -0.01
49 C 2.7121 -0.1393 -3.4144  -0.07
50 C 2.9560 1.6704 -1.6728  -0.32
51 C 0.0968 1.7908 1.4820  -0.59
52 H -4.6591 -3.1926 3.0266  0.12
53 H 1.7255 -0.0560 -3.8693  0.09
54 H 5.4666 5.0085 -4.0268  0.08
55 H -2.1507 -4.0001 4.0027  0.12
56 H -3.0172 0.7795 -5.6493  0.09
57 H -3.4650 -6.0844 4.1864  0.11
58 H 4.1677 1.6102 -4.8163  0.13
59 H 4.4229 3.8301 0.4876  0.09
60 H -5.0497 -0.2218 -0.6776  0.15
61 H -1.9621 -1.6278 -3.6047  0.12
62 H 4.8113 4.4817 -1.7480  0.12
63 H -1.4935 -4.7878 -0.1508  0.11
64 H 0.8838 5.6441 3.8899  0.11
65 H 4.7052 4.0892 -5.3366  0.09
66 H -0.7420 -2.7261 -1.9263  0.08
67 H -0.9227 3.6650 -1.4619  0.10
68 H -7.0933 -1.0060 0.2187  0.14
69 H -2.8223 -6.8539 0.0312  0.11
70 H 2.6545 -0.8296 -2.5716  0.04
71 H -3.7939 -7.5145 2.1956  0.11
72 H 3.6509 -3.0638 0.8277  0.14
73 H -3.1578 4.7883 2.7995  0.11
74 H 1.6203 3.5500 2.7969  0.11
75 H -4.1396 1.1234 -4.3445  0.08
76 H 3.3935 -0.5545 -4.1527  0.09
77 H 3.5014 2.3623 0.8756  0.06
78 H 2.9525 -1.7697 5.4821  0.11
79 H -6.9814 -2.5708 2.1931  0.11
80 H -3.7414 -0.5510 -4.7526  0.08
81 H -2.1490 2.6280 -3.5538  0.13
82 H 2.6570 3.8449 0.4237  0.07
83 H -2.4306 2.6652 1.7674  0.11
84 H 0.4626 -1.9250 -0.9241  0.00
85 H 0.8151 -2.3132 -2.6252  0.09
86 H 5.4521 -3.5531 2.4816  0.11
87 H 6.2208 3.5309 -4.6379  0.09
88 H 0.1130 3.7073 -2.8849  0.10
89 H 0.7508 3.1001 -1.3505  0.03
90 H 5.1133 -2.8398 4.8593  0.11
91 H -1.5039 6.2768 3.8525  0.11

HOMO energy: -9.4 eV
net charge: +1
relative energy (zero: lowest compared OMol25 entry of this formula, charge and spin): 1.493 eV
LUMO energy: -2.91 eV